C28H44F3NO13P2S | ωB97M-V/def2-TZVPD

## Properties
- SMILES: [H]/N=C\CP(COC(F)(F)F)[PH2]=S.O=C1CCCO1.O=C1CCCO1.O=C1CCCO1.O=C1CCCO1.O=C1CCCO1.O=C1CCCO1
- Charge: 0
- Orbital gap: 0.3121 hartree

```
92
Properties=species:S:1:pos:R:3:forces:R:3:lowdin_charge:R:1
C -1.31624 3.44985 6.45268 -0.6 0.2 0.5 -0.0822
C -5.19584 -3.81984 -4.56155 0.1 0.2 0.1 -0.3737
C 3.79357 -3.69978 -0.11188 0.0 -0.2 0.0 -0.1507
C 1.47170 -0.15362 -1.47715 0.1 0.0 0.3 -0.1420
H 5.34736 -4.08421 1.32727 0.0 0.0 0.0 0.1181
C 1.71833 1.82176 -2.75433 0.2 -0.5 0.2 -0.0725
C 2.45724 0.96962 -1.73533 0.0 0.2 0.1 -0.1601
C 0.86090 4.11889 3.17252 0.2 0.1 -0.1 -0.1335
C -4.82889 -5.92503 -3.66268 0.5 0.4 -0.7 -0.8895
H -4.16634 -0.77905 4.41635 -0.1 -0.1 -0.2 0.1155
H -1.64618 -2.71516 -2.12131 0.0 -0.1 0.3 0.0309
O -3.25695 -0.01968 1.34022 0.0 0.1 0.0 -0.0017
C 5.11203 1.41776 -5.61554 0.1 -0.6 0.0 -0.0670
H 3.76691 -4.65299 1.86136 0.0 0.0 -0.1 0.1164
O 4.08140 -2.33183 -0.45782 0.1 0.1 0.0 0.0090
H -3.41049 -0.21725 -2.90599 -0.3 0.3 -0.6 -0.0443
H -5.76821 -3.68821 -3.64299 0.2 -0.3 0.3 0.0550
O 4.62257 2.21302 -3.37055 0.4 -0.1 0.0 0.1091
H 0.92799 4.44246 1.00828 0.0 0.0 0.1 0.1191
S -4.73952 -2.14300 -1.40025 -0.2 0.1 0.2 0.0627
P -4.03902 -2.36741 -4.76214 0.3 0.9 -1.7 0.7901
C -0.45184 4.48385 7.14466 0.3 -0.2 -0.3 -0.4757
O 0.29979 0.94610 -4.51336 -0.1 -0.5 0.0 0.1039
H -2.71974 4.32375 9.31860 0.1 0.1 0.1 0.1227
C 4.27950 -3.85938 1.32101 0.0 0.0 0.2 -0.1546
C -0.65477 2.40776 3.08202 -0.3 0.1 -0.3 -0.4476
C -2.24984 -2.85195 -4.53910 -0.3 -0.4 1.4 -0.3652
O 0.50806 5.03866 6.69374 -0.1 0.2 0.2 0.1209
H -5.39999 0.90495 3.12409 0.0 0.1 0.0 0.1305
H 2.71751 -3.86153 -0.20697 0.0 0.0 0.0 0.1288
H 4.31002 -4.35999 -0.80467 0.0 0.2 -0.1 0.1246
H -1.53972 3.75207 5.43845 0.2 -0.1 -0.1 0.1090
H -5.70311 -0.43064 -3.35833 0.5 0.4 -0.4 -0.0567
H -4.05252 1.90304 3.74490 -0.1 0.1 -0.1 0.1159
C 4.19259 -1.58418 0.66838 -0.2 0.3 0.5 -0.4893
C -3.42294 -1.01557 2.36558 0.0 -0.2 0.2 -0.1503
F -6.09740 -6.20682 -3.62608 -2.4 -0.5 0.2 0.2079
C -0.48488 2.88758 1.65949 0.5 0.1 0.0 -0.0635
P -4.50473 -1.09880 -3.03529 0.1 -1.6 1.5 0.1580
C -4.31552 1.02659 3.15924 0.3 -0.3 0.2 -0.0796
H 1.06593 2.55682 -2.27749 -0.1 0.0 -0.1 0.1317
H 2.73875 1.50706 -0.83270 0.0 -0.1 0.0 0.1143
H 2.39535 2.30899 -3.44551 -0.2 0.2 -0.1 0.1016
C 0.86168 0.79587 -3.46536 -0.2 0.6 0.0 -0.4831
H -3.26445 4.18942 6.99942 0.0 0.0 0.0 0.1186
H -5.90526 -3.75234 -5.37727 0.0 0.0 -0.2 0.0802
H 1.86774 4.21581 3.56904 -0.1 -0.1 0.2 0.1302
H 3.03617 -2.34858 2.29020 0.0 0.1 0.0 0.1326
H 4.78095 -2.19961 2.64865 -0.2 0.2 0.1 0.1257
C 6.98623 0.20027 -4.83507 0.1 -0.1 -0.1 -0.1540
H -4.29241 -1.62757 2.11492 0.0 0.0 -0.1 0.1180
H -2.54154 -1.65298 2.39165 0.0 0.1 -0.2 0.1256
H 7.84943 0.81284 -5.10438 0.0 0.0 0.0 0.1267
O 0.15137 3.10133 3.91226 0.1 -0.2 -0.2 0.0089
C -1.99555 3.80504 8.69412 -0.2 -0.1 0.0 -0.1590
C 4.04611 -2.46388 1.89376 0.3 -0.5 -0.3 -0.0722
H 5.30688 -0.71696 -5.81930 0.0 0.0 0.0 0.1190
H 7.33279 -0.79355 -4.56131 0.0 0.1 0.2 0.1243
H -0.44809 2.05018 0.96754 -0.3 0.0 0.0 0.1214
C -3.79210 1.15239 1.74292 -0.2 0.2 0.0 -0.5060
H -2.02258 -4.95549 -3.83358 0.0 -0.2 -0.1 0.0922
H 0.34002 5.06901 3.30332 0.0 0.0 0.0 0.1315
H 3.36447 0.56809 -2.18001 0.0 0.0 0.1 0.1029
H 5.52254 2.31020 -6.09004 -0.1 0.1 0.0 0.1331
H -1.73215 -1.95111 -4.20316 -0.1 0.3 -0.1 0.0586
H 1.66221 2.93748 1.56249 0.0 0.0 0.0 0.1158
H -1.83383 -3.07023 -5.51413 -0.1 -0.3 -0.2 0.0647
C -3.61230 -0.22954 3.65436 -0.4 -0.3 0.3 -0.1687
N -1.66774 -3.72501 -2.28863 0.3 0.4 0.6 0.1027
H 1.97200 -1.07797 -1.19890 -0.1 -0.1 -0.2 0.1072
O 4.34616 -0.39797 0.66404 0.0 -0.1 -0.4 0.1255
F -4.16572 -7.01828 -3.84361 1.2 -2.1 -0.6 0.2166
O 6.33647 0.80322 -3.70277 -0.1 0.0 0.0 0.0352
O -0.89702 4.68805 8.41164 0.0 0.0 -0.1 0.0250
H 0.74084 0.10105 -0.70397 -0.1 0.0 -0.1 0.1217
C 0.83873 3.63445 1.73226 0.1 0.0 -0.2 -0.1512
F -4.48004 -5.45402 -2.50899 0.4 1.1 2.0 0.1897
C 5.28117 1.54389 -4.11428 0.0 0.4 -0.1 -0.4699
C 5.93200 0.17052 -5.93089 -0.1 0.0 -0.2 -0.1545
C -1.96686 -3.93157 -3.48449 -0.1 0.2 -1.4 -0.3274
H -1.31572 3.54848 1.40651 -0.1 -0.2 0.0 0.1356
O -3.85215 2.11988 1.03455 0.2 -0.1 -0.1 0.0994
H 6.35484 0.15820 -6.93379 0.1 0.0 0.0 0.1158
O 0.77112 -0.34163 -2.72602 0.0 0.1 -0.1 0.0151
O -1.41326 1.55758 3.46474 0.4 0.3 0.3 0.1105
H -1.61286 2.94081 9.24194 0.0 0.0 0.0 0.1256
O -4.54934 -5.10086 -4.67581 0.2 1.3 -0.5 -0.0100
H -2.65045 0.03211 4.06639 0.1 0.0 0.1 0.0783
H -0.79245 2.49431 6.45482 0.1 0.0 -0.2 0.1362
H 4.06363 1.30060 -5.87816 0.0 0.3 0.0 0.1263
H -3.08315 2.46887 7.33793 0.0 0.0 0.1 0.1151
C -2.56134 3.42455 7.33465 0.0 -0.1 -0.1 -0.1520
```
Forces are in eV/Å.



C3H9N3O | ωB97M-V/def2-TZVPD

## Properties
- Charge: -1
- Orbital gap (spin up / spin down): 0.1040 / 0.3230 hartree
- Spin multiplicity: 2
- ΔE to the lowest compared entry with this formula, charge and spin: 1.123 eV

```
16
Properties=species:S:1:pos:R:3:forces:R:3:mulliken_spin:R:1
N -1.52325 -0.72411 1.04415 -0.8 0.5 0.7 0.1565
H 1.78354 1.40108 -1.26018 -0.5 0.1 -0.2 0.4151
C 1.05729 1.09782 -0.48249 1.3 -0.8 -0.8 2.0284
H 0.55436 2.96427 0.15358 0.0 0.1 -0.1 -0.5600
N 0.09574 2.10399 -0.14904 -0.5 -0.1 1.0 0.7471
H -1.12958 0.19788 1.17232 0.5 0.0 -0.4 -0.3151
H -0.50846 2.32321 -0.93624 0.1 0.1 -0.2 -0.8331
H -0.37578 -0.11221 -1.34546 0.1 0.0 0.0 -0.0146
H 0.98800 -1.09712 0.97444 1.3 0.1 0.4 -0.1722
O -1.35939 -2.84581 0.22976 -0.1 0.0 0.3 -0.2189
C -0.87287 -1.75372 0.46731 0.7 0.3 -1.0 0.9887
H -2.52024 -0.72354 1.18644 0.0 -0.5 0.0 -0.1055
C 0.57206 -1.33348 0.02212 -2.4 -0.3 -0.5 0.0121
N 0.48947 -0.18409 -0.83588 0.2 0.3 -0.4 -0.7405
H 0.97327 -2.17855 -0.53695 0.4 -0.2 0.6 -0.2765
H 1.77582 0.86440 0.29612 -0.2 0.4 0.7 -0.1117
```
Forces are in eV/Å.



C3H7FO2Yb | ωB97M-V/def2-TZVPD

## Properties
- Charge: +1
- Orbital gap (spin up / spin down): 0.2243 / 0.2819 hartree
- Spin multiplicity: 2
- ΔE to the lowest compared entry with this formula, charge and spin: 0.000 eV

```
14
Properties=species:S:1:pos:R:3:forces:R:3:mulliken_spin:R:1
H -3.02310 -0.34088 0.22933 0.2 0.2 0.2 -0.0105
O -0.36623 1.69365 0.07498 0.8 -0.4 0.1 -0.0001
F 2.18860 -0.69860 1.50321 -1.5 0.2 4.2 0.0062
O -1.05837 -0.94739 0.10246 0.7 1.0 -0.7 0.1505
C -2.03648 0.01310 0.55810 -0.1 -0.2 0.3 0.0185
C -1.70330 1.36656 -0.04770 -0.8 0.2 -0.2 0.0024
H 1.73859 -0.57117 2.42713 1.7 -0.9 -3.1 0.0023
H -2.02630 1.35853 -1.10730 0.2 0.1 0.3 0.0011
H -0.48196 -2.90055 0.11674 -0.2 0.3 0.3 0.0137
H -2.34471 2.10072 0.47679 0.1 -0.2 -0.2 0.0007
C -0.97732 -2.13361 0.71932 -0.3 -0.9 0.4 0.8021
H -1.77753 -2.39784 1.41946 0.3 0.1 -0.2 0.0173
Yb 1.43092 0.68092 -0.04206 -1.2 0.7 -1.2 0.0035
H -1.99025 0.05455 1.65636 0.0 -0.1 -0.2 -0.0077
```
Forces are in eV/Å.



C2H16N2O4 | ωB97M-V/def2-TZVPD

## Properties
- SMILES: NCCN.O.O.O.O
- Charge: 0
- Orbital gap: 0.3918 hartree
- ΔE to the lowest compared entry with this formula, charge and spin: 1.168 eV

```
24
Properties=species:S:1:pos:R:3:forces:R:3:lowdin_charge:R:1
C -2.54401 -0.53913 -1.24773 -0.1 -1.0 -0.4 -0.2668
H -1.99385 -2.57701 -1.48289 0.0 0.4 0.0 0.0794
H -3.24051 -2.30080 -0.46267 0.1 0.0 -0.1 0.0737
H -1.04394 0.00090 1.17693 0.6 -0.3 0.2 0.0289
N -2.35294 -1.92975 -0.78670 0.1 -0.1 0.5 -0.0241
H 0.87835 -1.41992 1.14278 -0.2 0.4 -0.1 -0.0257
N -1.21117 1.31883 -0.35103 -0.5 -0.5 -0.4 -0.0280
C -1.23102 0.24652 -1.40995 -1.3 0.7 2.1 -0.2198
H 0.91424 3.19253 1.09960 0.1 0.4 0.2 0.0166
H -2.00234 1.96327 -0.42789 0.6 -0.1 -0.1 0.0825
H 2.27947 -1.72026 1.68784 -0.2 0.1 -0.5 0.0524
H -3.09768 -0.56325 -2.19120 -0.1 0.4 0.0 0.0999
H 1.67176 1.95129 1.36911 0.5 0.5 0.4 0.0357
H -1.27418 -1.49960 1.09124 0.3 0.1 0.1 0.0319
O -0.68248 -0.85179 1.52630 -1.1 0.1 -0.2 -0.0969
H -0.43456 -0.38735 -1.03241 0.4 -0.3 -1.1 0.0999
H -1.20009 0.68009 -2.40202 0.7 -0.3 -0.3 0.1018
H 3.16336 -0.39022 -0.39540 -0.1 0.2 0.2 -0.0045
H -0.32624 1.79518 -0.41220 0.0 0.5 0.0 0.0562
O 1.80274 -1.53902 0.85902 0.8 -0.3 0.4 -0.0884
H -3.17412 -0.09524 -0.47718 0.0 0.3 -0.1 0.1080
O 1.65830 2.89375 1.63722 -0.5 -1.0 -0.6 -0.0646
O 3.65964 0.41300 -0.62384 -0.1 -0.3 -0.1 -0.0762
H 4.38638 0.09711 -1.17010 0.0 0.1 0.0 0.0279
```
Forces are in eV/Å.



C4H4N2OS | ωB97M-V/def2-TZVPD

## Properties
- SMILES: O=C(S)n1cccn1
- Charge: 0
- Orbital gap: 0.3644 hartree
- ΔE to the lowest compared entry with this formula, charge and spin: 1.641 eV

```
12
Properties=species:S:1:pos:R:3:forces:R:3:lowdin_charge:R:1
H -3.02853 0.91120 0.43602 1.2 -0.2 -1.0 0.1300
C 1.49841 0.68360 -0.18901 0.4 1.2 1.1 -0.7624
C -2.05164 0.49218 0.07328 0.9 0.7 -0.5 -0.1399
H 0.28299 -1.81388 -0.07338 -0.2 0.7 -0.3 0.1203
C -1.70310 -0.84554 -0.11235 1.0 -2.4 0.9 -0.0859
O 1.81157 1.82677 -0.09194 0.0 0.6 -0.4 0.0321
N -0.96908 1.24660 -0.13121 1.2 -0.1 1.2 0.1202
N 0.14687 0.31606 -0.18316 -1.6 1.7 -0.5 -0.0931
H -2.18043 -1.81244 -0.04190 -0.9 0.5 0.1 0.0938
C -0.32978 -0.90627 -0.15991 -1.1 -2.3 -0.1 -0.1354
H 3.68817 0.45243 0.51146 -1.2 -1.3 -0.8 -0.0482
S 2.83455 -0.55071 -0.03790 0.2 1.0 0.5 0.7686
```
Forces are in eV/Å.



C37H34BrN6O2Sn | ωB97M-V/def2-TZVPD

## Properties
- Charge: +3
- Orbital gap (spin up / spin down): 0.1811 / 0.1190 hartree
- ΔE to the lowest compared entry with this formula, charge and spin: 0.000 eV

```
81
Properties=species:S:1:pos:R:3:forces:R:3:lowdin_charge:R:1
C 3.43860 -0.14393 -6.39367 -2.0 -0.2 -0.6 0.0202
H 3.80365 2.82874 -0.47251 0.1 0.1 0.2 0.1258
H 4.83340 -0.41782 3.54634 -0.5 -1.0 0.8 0.1105
H 1.18359 -4.09741 0.15192 1.0 0.2 0.7 0.0979
Sn -0.43622 -0.46302 -0.42250 -0.3 -0.2 0.0 1.3631
N -6.07255 7.09681 -0.54321 0.7 0.3 -0.7 0.0920
C 1.33375 -0.47474 -5.26711 -2.4 -1.1 -0.2 -0.5541
C 1.23594 -0.79656 -2.73070 1.2 -1.2 4.9 -0.5632
C -1.35891 2.62992 -0.96067 -3.7 -1.1 0.1 -0.1942
H -7.64719 5.95867 -1.22002 -0.7 0.1 -0.1 0.1122
H 0.02307 -3.64929 5.93748 -0.1 0.2 -0.8 0.1243
H 0.20994 4.62605 -1.68630 1.3 -1.2 0.5 0.1513
C -5.82860 4.79888 -1.12993 0.4 1.1 0.0 0.0200
H 1.25795 -2.15569 6.45363 1.1 0.7 0.5 0.0689
H -1.02273 -3.42429 4.47355 0.6 0.5 0.9 0.0876
C 4.46179 -2.34854 1.60850 1.3 0.6 -1.0 -0.0306
C 3.32854 -0.69112 -4.07556 -2.6 -0.1 3.1 0.0551
C -4.92967 -0.61832 -1.15895 -1.1 -0.7 -0.4 -0.0252
C 4.46557 -1.23648 4.24245 0.5 0.3 0.4 -0.0246
H 5.27783 -1.89910 2.18140 -0.4 0.3 -0.4 0.0777
C 2.05122 1.68754 -0.09352 -1.4 -1.1 0.8 -0.0881
H -5.74216 0.10450 -1.06252 0.2 -0.3 0.0 0.1288
O 0.05860 -0.32057 -2.53903 0.3 0.0 -0.9 -0.2173
C -0.15146 -3.01159 5.03824 -1.6 -0.5 0.2 -0.0379
H -1.79174 4.79099 -0.86428 -0.5 -1.5 -0.2 0.1276
C -3.87190 6.05619 -0.39351 -1.2 -0.4 -0.5 0.0071
C -3.06074 -2.45807 -1.25518 1.0 -0.2 0.1 -0.0910
N 2.11169 3.87203 -1.00846 -1.0 0.1 -0.9 0.1276
C 1.01724 -2.91755 4.12256 -0.3 0.2 -1.0 -0.1635
C 2.05403 -0.13649 -6.39967 1.4 0.2 -1.9 -0.0424
C -0.16771 -4.31023 2.41849 0.5 -0.3 -1.7 -0.0218
C 2.12834 -2.19296 4.58931 0.4 0.5 0.0 -0.0866
C 3.22798 -1.98535 3.68825 1.8 1.1 0.7 -0.1099
C 2.14543 -1.65835 6.00987 -0.7 -1.0 -1.0 0.0093
C -3.61110 -0.22617 -1.15622 -0.2 -0.2 0.5 -0.1924
C -4.45887 4.81699 -0.86206 0.2 1.6 0.9 -0.1648
C 1.91171 -0.71386 -4.03664 3.2 0.5 0.3 -0.1416
C 0.03298 2.64881 -0.71950 4.3 1.2 -0.3 -0.1889
H 1.95328 -0.55382 5.98955 0.5 -0.8 0.2 0.1386
C -2.22507 3.75251 -0.96828 1.6 0.6 0.6 0.0763
N -2.66248 -1.18564 -1.12687 -0.6 -0.2 -0.6 -0.0308
H -2.28737 -3.24054 -1.21444 -0.2 0.5 0.0 0.1228
H 5.34994 -1.92038 4.44330 -1.1 0.6 -0.5 0.1278
H 3.89381 -0.05509 -7.35722 0.7 0.3 -0.1 0.1393
C 2.11759 -3.19949 1.93526 0.2 -0.3 -0.1 -0.0939
H 4.35181 -1.87373 0.61908 -0.1 0.3 0.5 0.0992
H 3.80377 -0.75902 -3.09998 0.1 -0.3 -0.3 0.1391
N -1.86824 1.36569 -1.06041 0.0 0.9 1.3 0.0449
C 0.99340 -3.38775 2.80016 -1.1 -0.9 1.5 -0.1048
C 4.04948 -0.43407 -5.19986 3.3 0.4 -0.8 0.0280
H 2.57657 0.80695 0.30628 -0.3 0.5 -0.2 0.1218
H 0.15068 -5.10456 1.68447 -0.1 0.7 1.0 0.1014
H -5.16835 2.02574 -1.29705 0.8 0.5 0.7 0.1246
C 3.23108 -2.44762 2.39551 -0.4 -0.4 0.8 -0.1825
H -4.38145 8.11441 0.04237 0.0 -0.4 -0.2 0.1224
C 2.18856 -3.85461 0.60004 -0.7 -0.3 -1.1 -0.0126
H -0.42932 -2.01072 5.45090 0.1 -0.7 -0.5 0.1147
N -5.31543 -1.90143 -1.30356 -0.6 0.8 0.1 0.1307
H 4.90612 -3.28877 1.34802 -0.2 -1.1 0.0 0.1014
H -4.65514 -3.90007 -1.51242 -0.1 0.8 0.0 0.1406
N 0.68742 1.60893 -0.09970 0.2 1.7 -1.9 -0.0123
C -3.61776 3.62744 -0.95837 0.0 -2.1 -0.5 -0.0928
H 2.70787 -3.22045 -0.12618 -0.1 0.1 0.2 0.0692
C -3.21222 1.21093 -1.05150 0.7 -0.3 -0.8 -0.1789
H 4.28136 -0.76812 5.24193 0.0 -0.3 -1.1 0.0786
H 5.17271 -0.39890 -5.13843 -1.3 -0.2 0.0 0.1697
O 1.89898 -1.26376 -1.70511 -1.6 1.3 -3.3 -0.1095
H -2.85265 6.18916 0.00637 -0.6 -0.2 -0.5 0.1147
C 0.80086 3.76627 -1.22602 -1.1 0.1 1.2 -0.0064
H 2.78805 -4.79819 0.58273 -0.4 0.5 0.4 0.1389
H -6.29675 3.89869 -1.44315 -0.4 -0.6 -0.3 0.0951
H -0.98433 -3.80778 1.86284 0.3 0.1 0.4 0.0943
C -4.39586 -2.83107 -1.39578 0.6 -0.2 0.2 -0.0782
C -4.73309 7.14724 -0.33327 -0.5 -0.1 0.9 -0.0991
Br -0.37283 -1.12879 -5.50841 0.1 0.5 -0.3 1.1417
C 2.72392 2.80618 -0.50784 0.4 0.2 -0.1 -0.0923
H -0.60003 -4.79929 3.28177 0.1 -0.1 0.0 0.0782
H 3.10944 -1.97737 6.47239 -0.9 0.6 0.0 0.1224
C -4.11262 2.27073 -1.06125 0.1 0.7 -0.5 0.1014
C -6.60563 5.98401 -1.00417 1.8 -1.1 0.6 -0.0872
H 1.59861 -0.03244 -7.37399 -0.5 0.1 0.2 0.1343
```
Forces are in eV/Å.



Number 1: electronic energy -95423.1741 eV. Number 2: electronic energy -9773.3728 eV. Number 3: electronic energy -41557.7365 eV. Number 4: electronic energy -13503.7639 eV. Number 5: electronic energy -20074.0890 eV. Number 6: electronic energy -127802.6357 eV.